# 1
DFT (ωB97M-V with the def2-TZVPD basis set) results for a 7-piece molecular cluster, C57H59N9O13S overall.

ORCA input file:
```
! RIJCOSX wB97M-V def2-TZVPD def2/J DEFGRID3
* xyz 0 1
S -3.580 0.563 -0.507
O 8.228 4.155 2.370
O -0.866 -4.657 9.975
O 0.956 4.460 8.538
O -1.474 -0.504 -9.957
O 3.274 1.862 0.293
O 5.657 -0.902 -5.850
O -6.527 0.876 -3.834
O -2.408 -6.085 9.459
O 3.839 -0.175 0.761
O 1.381 2.339 8.473
O -1.048 -2.627 -9.995
O 6.063 -0.107 -3.876
O 10.251 3.905 1.642
N -2.909 2.859 5.632
N 5.501 -0.884 -4.636
N 9.044 3.730 1.562
N -0.739 -1.466 -9.771
N -3.840 -2.461 1.052
N 3.405 0.927 1.071
N 1.699 3.502 8.690
N -4.120 0.148 -8.589
N -1.913 -4.967 9.424
C 3.948 -2.790 -4.876
C 3.021 1.142 2.469
C 2.258 0.356 -8.468
C -1.949 2.396 4.570
C 3.149 -0.696 -8.277
C 1.485 -2.263 -9.045
C -6.665 3.351 -3.217
C 9.436 2.445 -0.511
C -3.841 -4.232 8.064
C -3.268 0.179 1.266
C -5.915 -2.085 -3.091
C 6.689 2.067 -0.826
C 3.952 2.698 9.307
C 4.360 -1.860 -2.675
C -5.175 -0.831 -2.503
C -4.490 -2.224 -0.240
C -6.394 2.244 -4.349
C -2.678 -0.290 4.259
C -2.774 -1.658 7.900
C 7.165 2.774 0.273
C 7.580 1.552 -1.764
C -4.182 -2.243 -5.685
C 2.337 1.561 5.122
C -6.620 -2.129 -4.521
C 4.759 5.313 9.859
C 3.094 -3.732 -4.312
C -2.468 1.169 3.699
C 2.847 0.329 4.725
C -3.456 -1.260 1.796
C 3.190 0.113 3.394
C 8.539 2.964 0.420
C -5.270 -3.453 -0.851
C -4.525 -3.236 7.375
C 4.582 -1.862 -4.051
C -5.681 -1.677 -5.744
C 8.951 1.736 -1.606
C 0.979 0.106 -8.953
C -2.084 -2.647 8.594
C 2.161 2.581 4.192
C -4.476 -0.944 -1.104
C 2.764 -2.003 -8.562
C -3.258 -1.182 -6.519
C 2.503 2.376 2.859
C 3.502 -2.804 -2.121
C 2.874 -3.740 -2.938
C -2.625 -3.928 8.676
C 5.655 4.257 10.001
C -2.801 1.370 2.183
C -3.654 -1.197 -8.101
C -3.152 -1.468 3.331
C 0.601 -1.203 -9.243
C -5.176 0.499 -3.385
C 5.253 2.953 9.729
C -5.977 -3.402 -2.237
C -3.993 -1.952 7.296
C 3.457 5.069 9.436
C 3.062 3.761 9.157
H 6.461 3.170 0.996
H -5.332 -4.459 -0.290
H 1.197 -3.286 -9.263
H -4.734 1.413 -2.861
H -7.102 2.349 -5.241
H 6.673 4.452 10.324
H -3.722 -2.284 -4.642
H -7.583 -1.490 -4.528
H 3.325 -2.812 -1.050
H -5.727 -0.528 -5.866
H -4.265 -5.228 8.119
H 9.641 1.330 -2.338
H -0.989 2.070 5.136
H 1.759 3.539 4.507
H 4.845 -1.138 -2.027
H -1.609 3.247 3.866
H -2.308 3.392 6.296
H -5.919 4.225 -3.339
H -2.694 2.410 1.713
H -4.061 -3.243 -6.227
H 2.364 3.180 2.145
H -2.427 -0.456 5.370
H 5.077 6.327 10.076
H 2.981 -0.463 5.454
H -2.688 -1.440 -8.678
H 7.203 1.005 -2.623
H -3.093 -3.166 0.992
H -5.329 2.378 -4.772
H -1.137 -2.404 9.063
H 5.621 1.919 -0.954
H -3.249 2.017 6.142
H 3.587 -0.852 3.098
H -3.353 0.637 -9.075
H -6.544 -4.301 -2.655
H 10.506 2.584 -0.401
H 2.076 1.728 6.164
H -7.737 3.778 -3.297
H 4.110 -2.795 -5.948
H 0.296 0.935 -9.100
H -3.252 -2.482 3.838
H -2.363 -0.656 7.833
H -3.567 -0.130 -6.142
H 2.563 1.372 -8.242
H -5.475 -3.460 6.901
H 3.462 -2.820 -8.410
H 2.211 -4.480 -2.501
H 5.955 2.134 9.842
H -6.958 -3.215 -4.731
H 4.149 -0.495 -7.905
H -6.536 2.843 -2.198
H -2.141 -1.339 -6.345
H -4.485 -1.954 -8.299
H -4.550 0.286 -4.319
H -4.533 -1.176 6.762
H -4.883 0.031 -9.282
H 2.769 5.900 9.326
H 3.651 1.678 9.099
H 2.601 -4.463 -4.944
H -6.157 -2.105 -6.709
*
```

HOMO-LUMO gap = 6.363 eV
SMILES = CCOCc1c(CCCCCN)ccc2c1Sc1cc(CN)ccc1N2.O=[N+]([O-])c1ccccc1.O=[N+]([O-])c1ccccc1.O=[N+]([O-])c1ccccc1.O=[N+]([O-])c1ccccc1.O=[N+]([O-])c1ccccc1.O=[N+]([O-])c1ccccc1
E = -4075.6181 Ha
Molar mass = 1110.22 g/mol
E_HOMO = -7.40 eV
ΔE to the lowest compared entry with this formula, charge and spin = 0.00 kJ/mol

---

# 2
DFT (ωB97M-V with the def2-TZVPD basis set) results for C40H41BN9OP2SSr as an isolated structure.

ORCA input file:
```
! RIJCOSX wB97M-V def2-TZVPD def2/J DEFGRID3
* xyz 2 2
Sr -0.329 -0.402 -0.143
S -0.603 -3.518 -2.216
P 2.336 0.235 -1.134
P 2.414 0.154 1.990
O -0.538 -2.254 -1.356
N -1.642 -1.730 1.352
N -3.487 -0.170 -0.959
N -1.605 1.272 1.038
N -5.069 -0.234 1.068
N -2.920 0.979 1.219
N 2.913 0.741 0.471
N -2.974 -1.603 1.116
N -6.050 0.376 0.345
N -2.278 0.155 -1.504
C 5.684 0.715 -3.468
C -2.624 3.006 2.056
C -1.443 -2.990 1.739
C 1.132 1.561 -3.188
C 3.924 0.027 -1.978
C 0.435 3.462 4.391
C -1.079 -3.008 -3.898
C 0.033 2.145 4.565
C 1.560 1.489 2.828
C -2.484 0.287 -2.810
C -6.831 -0.234 2.394
C -5.521 -0.595 2.308
C -3.820 0.034 -3.137
C 5.626 0.455 4.461
C -4.419 -0.259 -1.930
C -3.544 2.005 1.831
C -2.645 -3.701 1.756
C 3.990 -0.069 2.783
C -1.432 2.497 1.536
C 6.510 -0.448 3.869
C 0.594 2.643 -3.868
C -2.561 -3.329 -4.085
C 1.490 2.960 -1.249
C 0.933 4.035 -1.932
C 4.871 -1.009 2.213
C 5.921 -1.317 -2.196
C 6.132 -1.183 2.746
C 0.586 1.149 3.775
C 4.434 0.936 -2.902
C 0.493 3.878 -3.237
C 4.669 -1.108 -1.639
C -3.588 -2.781 1.342
C 4.361 0.638 3.936
C -2.820 -4.580 -3.251
C 6.427 -0.402 -3.113
C 1.601 1.723 -1.880
C -7.107 0.361 1.141
C 1.956 2.819 2.637
C -2.213 -4.278 -1.887
C 1.391 3.799 3.430
B -3.628 -0.267 0.600
H -2.810 -4.729 2.040
H -5.443 -0.502 -1.704
H -2.765 -3.513 -1.335
H 7.398 -0.570 -3.562
H 0.066 4.722 -3.766
H 0.252 2.523 -4.889
H -2.799 -3.477 -5.137
H 6.079 1.422 -4.186
H -2.801 3.966 2.515
H -4.874 -1.052 3.043
H 1.212 0.596 -3.681
H -2.063 -5.152 -1.256
H 6.816 -1.895 2.304
H -4.654 -2.892 1.213
H 2.723 3.072 1.915
H 7.497 -0.589 4.293
H -0.444 -3.578 -4.577
H 1.839 3.088 -0.232
H -4.292 0.084 -4.104
H 1.703 4.829 3.311
H -0.451 -3.338 1.994
H -0.831 -1.949 -3.973
H 4.254 -1.845 -0.957
H -4.600 1.970 2.055
H -0.715 1.894 5.306
H 3.871 1.818 -3.179
H 0.002 4.240 5.008
H 4.563 -1.600 1.357
H 3.918 0.914 0.463
H 5.928 1.017 5.335
H -0.460 2.970 1.495
H 0.266 0.120 3.893
H -8.040 0.784 0.791
H -1.666 0.569 -3.460
H -2.325 -5.445 -3.700
H -7.496 -0.361 3.234
H 0.850 4.999 -1.445
H -3.166 -2.502 -3.713
H 3.681 1.338 4.405
H -3.880 -4.817 -3.164
H 6.494 -2.196 -1.930
*
```

HOMO-LUMO gap (alpha / beta) = 7.599 / 3.910 eV
E = -3253.0342 Ha
Molar mass = 856.28 g/mol
E_HOMO (alpha / beta) = -12.91 / -12.91 eV
ΔE to the lowest compared entry with this formula, charge and spin = 116.29 kJ/mol

---

# 3
DFT (ωB97M-V with the def2-TZVPD basis set) results for C13H19P as an isolated structure.

ORCA input file:
```
! RIJCOSX wB97M-V def2-TZVPD def2/J DEFGRID3
* xyz 0 1
P 1.524 -1.257 0.378
C -0.551 0.724 -0.568
C 0.992 -0.413 -1.182
C -1.607 0.700 -1.650
C -0.072 -0.951 1.220
C -0.936 0.001 0.673
C -0.042 2.128 -0.320
C -1.644 -1.417 2.974
C -2.503 -0.472 2.442
C -2.149 0.235 1.307
C 0.406 -1.482 -2.079
C 2.539 0.027 1.264
C -0.425 -1.654 2.362
C 1.999 0.450 -1.897
H -0.347 -2.060 -1.542
H 0.790 2.139 0.378
H -0.844 2.734 0.107
H 2.874 -0.146 -2.163
H -1.179 0.965 -2.614
H -3.460 -0.287 2.909
H -2.825 0.979 0.909
H 0.270 2.593 -1.252
H -2.388 1.429 -1.426
H 1.930 0.856 1.626
H -2.074 -0.278 -1.724
H 3.327 0.394 0.604
H 0.256 -2.395 2.758
H 2.328 1.287 -1.287
H -1.924 -1.971 3.859
H -0.040 -1.063 -2.979
H 1.570 0.842 -2.818
H 1.193 -2.172 -2.388
H 3.011 -0.464 2.118
*
```

HOMO-LUMO gap = 8.887 eV
E = -848.0853 Ha
Molar mass = 206.27 g/mol
E_HOMO = -8.04 eV
ΔE to the lowest compared entry with this formula, charge and spin = 0.00 kJ/mol

---

# 4
DFT (ωB97M-V with the def2-TZVPD basis set) results for C4H7N3 as an isolated structure.

ORCA input file:
```
! RIJCOSX wB97M-V def2-TZVPD def2/J DEFGRID3
* xyz 0 1
N 0.204 0.624 0.102
N 2.933 -0.063 0.513
N 2.646 -1.280 0.404
C 2.594 0.836 -0.497
C -0.894 -0.334 0.208
C -2.209 0.301 -0.203
C 1.327 0.448 -0.513
H 0.141 1.458 0.673
H -0.637 -1.191 -0.418
H -0.931 -0.697 1.245
H -3.027 -0.415 -0.089
H -2.158 0.625 -1.247
H 2.443 -1.488 -0.596
H -2.431 1.176 0.418
*
```

HOMO-LUMO gap = 9.547 eV
E = -320.6882 Ha
Molar mass = 97.12 g/mol
E_HOMO = -9.09 eV
ΔE to the lowest compared entry with this formula, charge and spin = 512.32 kJ/mol

---

# 5
DFT (ωB97M-V with the def2-TZVPD basis set) results for CH20BeO9 as an isolated structure.

ORCA input file:
```
! RIJCOSX wB97M-V def2-TZVPD def2/J DEFGRID3
* xyz 2 1
O 3.796 -27.655 -11.672
O 4.263 -24.637 -11.624
O 4.503 -26.134 -9.049
O 8.247 -26.185 -12.324
O 6.656 -24.559 -10.043
O 7.742 -26.925 -9.622
O 5.707 -25.912 -13.668
O 5.739 -28.925 -9.855
O 6.697 -28.546 -12.520
C 6.596 -25.901 -14.802
Be 5.976 -26.677 -11.282
H 6.225 -29.048 -9.031
H 5.026 -25.261 -13.862
H 6.078 -26.352 -15.651
H 3.595 -26.374 -8.820
H 6.971 -24.907 -15.031
H 7.411 -26.431 -8.863
H 3.017 -27.476 -11.133
H 4.914 -29.411 -9.731
H 6.730 -28.568 -13.486
H 8.691 -25.329 -12.261
H 4.323 -24.196 -10.771
H 7.469 -24.351 -9.563
H 5.953 -24.150 -9.522
H 6.573 -29.463 -12.239
H 7.445 -26.559 -14.637
H 3.393 -24.386 -11.964
H 5.002 -26.287 -8.236
H 8.948 -26.842 -12.223
H 8.370 -27.565 -9.252
H 3.589 -28.461 -12.163
*
```

HOMO-LUMO gap = 9.298 eV
E = -741.4032 Ha
Molar mass = 185.17 g/mol
E_HOMO = -17.05 eV
ΔE to the lowest compared entry with this formula, charge and spin = 32.74 kJ/mol

---

# 6
DFT (ωB97M-V with the def2-TZVPD basis set) results for C17H16BrI2N2O2Os as an isolated structure.

ORCA input file:
```
! RIJCOSX wB97M-V def2-TZVPD def2/J DEFGRID3
* xyz 3 5
Os 1.831 -1.947 -0.260
I 3.932 -3.557 -0.682
I 0.685 -4.424 -1.439
Br 1.333 -2.316 2.210
O -0.809 0.859 -4.124
O 1.935 -1.041 -1.872
N 0.277 -0.589 -0.014
N 0.091 0.122 -1.092
C 1.278 0.972 -3.066
C 0.399 1.487 -4.020
C -3.964 1.260 5.025
C -1.786 -0.161 3.989
C 2.511 1.588 -2.844
C -0.368 -0.326 1.125
C -3.923 0.939 3.658
C 1.993 3.186 -4.555
C -2.863 0.240 3.143
C 2.870 2.693 -3.589
C -0.651 -0.877 3.571
C 2.712 -5.012 -1.666
C -0.107 -1.019 2.295
C -2.941 0.845 5.885
C -1.880 0.127 5.387
C 0.761 2.594 -4.773
C 0.845 -0.245 -2.322
H -2.893 -0.065 2.107
H 0.084 2.991 -5.519
H 2.976 -5.018 -2.718
H 3.829 3.166 -3.435
H 2.871 -5.972 -1.186
H -0.561 0.903 -1.103
H -4.743 1.226 3.013
H -4.807 1.811 5.422
H 0.183 -0.867 -2.934
H 3.196 1.180 -2.112
H -0.111 -1.373 4.372
H -1.098 -0.208 6.056
H -2.985 1.080 6.940
H -1.068 0.502 1.147
H -1.308 1.201 -4.874
H 2.275 4.047 -5.146
*
```

HOMO-LUMO gap (alpha / beta) = 5.368 / 2.165 eV
E = -4176.2513 Ha
Molar mass = 804.27 g/mol
E_HOMO (alpha / beta) = -15.63 / -15.63 eV
ΔE to the lowest compared entry with this formula, charge and spin = 27.84 kJ/mol

---

# 7
DFT (ωB97M-V with the def2-TZVPD basis set) results for one molecule with the formula C4H4N2.

ORCA input file:
```
! RIJCOSX wB97M-V def2-TZVPD def2/J DEFGRID3
* xyz 0 1
N -1.226 -0.865 -0.383
N -1.178 2.548 -0.369
C -0.463 0.122 0.375
C -0.869 1.483 -0.042
C 2.179 -0.236 0.118
C 1.003 -0.028 0.262
H -0.923 -0.845 -1.353
H 3.224 -0.413 -0.013
H -0.751 0.022 1.429
H -0.996 -1.788 -0.025
*
```

HOMO-LUMO gap = 11.121 eV
SMILES = C#C[C@H](N)C#N
E = -264.2417 Ha
Molar mass = 80.09 g/mol
E_HOMO = -10.45 eV
ΔE to the lowest compared entry with this formula, charge and spin = 222.56 kJ/mol

---

# 8
DFT (ωB97M-V with the def2-TZVPD basis set) results for a 4-piece molecular cluster, C24H48N2O12S4 overall.

ORCA input file:
```
! RIJCOSX wB97M-V def2-TZVPD def2/J DEFGRID3
* xyz 0 1
S -1.012 4.533 5.337
S 6.093 5.089 -5.752
S -1.029 -3.638 -0.885
S -0.581 -7.448 5.197
O -1.633 3.901 6.460
O 0.763 -7.656 4.751
O -6.692 -2.047 1.573
O -1.078 -6.114 5.351
O -0.808 -8.257 6.541
O 4.674 5.219 -5.623
O 6.532 5.537 -7.210
O 2.175 2.435 -1.226
O -2.545 -0.106 1.596
O -1.802 4.178 4.013
O 0.389 4.343 5.111
O 6.721 3.841 -5.440
N -2.915 -0.179 -0.708
N 1.872 1.841 -3.438
C -1.884 -3.469 2.574
C 6.367 4.574 -8.279
C -2.212 1.742 4.097
C -2.805 -0.724 0.616
C -1.697 -8.362 4.192
C -2.295 -1.004 -2.958
C -3.045 -2.254 0.517
C -4.587 -2.467 0.534
C -0.085 -6.749 8.354
C 0.145 -8.048 7.614
C 2.246 1.594 -2.069
C -1.537 2.891 3.388
C 0.411 1.769 -3.636
C -1.387 6.251 5.365
C 4.931 4.458 -8.743
C 2.821 0.231 -1.801
C -0.309 0.675 -2.846
C -1.455 0.085 -3.669
C 6.873 6.394 -4.870
C -2.092 -1.144 -1.457
C 2.355 3.160 -3.853
C -2.413 -2.955 1.624
C -2.508 -2.551 -0.919
C -5.310 -1.686 1.619
H -2.091 0.838 3.507
H -7.221 -1.248 1.571
H -3.880 -0.272 -1.024
H 7.948 6.310 -4.998
H -3.353 -0.769 -3.102
H -1.407 -4.071 3.319
H 2.429 -0.489 -2.516
H 2.610 -0.082 -0.781
H -1.922 3.002 2.377
H 0.129 -5.887 7.724
H 3.437 3.203 -3.732
H 0.248 1.585 -4.703
H -0.002 -8.903 8.271
H 3.896 0.289 -1.980
H -1.783 1.577 5.086
H 0.568 -6.709 9.226
H 6.599 6.269 -3.824
H -2.681 -8.333 4.651
H -1.064 -1.035 -1.113
H -5.203 -0.609 1.476
H 1.930 3.964 -3.242
H 4.887 3.827 -9.631
H 4.527 5.441 -8.987
H 6.767 3.613 -7.955
H -0.042 2.744 -3.414
H -1.121 -6.674 8.684
H -0.725 1.093 -1.927
H -3.238 -3.065 -1.540
H 7.005 4.948 -9.077
H -0.936 6.722 4.497
H -4.910 -1.957 2.598
H -1.332 -9.381 4.102
H 6.502 7.341 -5.250
H 4.298 4.018 -7.974
H -1.714 -7.872 3.221
H -3.276 1.942 4.228
H -4.995 -2.196 -0.443
H -0.285 -2.932 -1.744
H -1.011 -0.365 -4.561
H -0.962 6.649 6.284
H 1.155 -8.110 7.206
H 2.111 3.342 -4.899
H -0.459 2.749 3.318
H -2.130 -1.977 -3.425
H -2.106 0.886 -4.023
H -2.467 6.371 5.364
H 0.373 -0.135 -2.588
H -4.755 -3.532 0.701
*
```

HOMO-LUMO gap = 9.379 eV
SMILES = C#C[C@@]1(CCO)C(=O)N[C@H](CCCCN(C)C(C)=O)[C@H]1S.CCOS(C)(=O)=O.CCOS(C)(=O)=O.CCOS(C)(=O)=O
E = -3548.2814 Ha
Molar mass = 684.92 g/mol
E_HOMO = -8.87 eV

---

Number 1: maximum force 0.094 Eh/bohr. Number 2: maximum force 0.037 Eh/bohr. Number 3: maximum force 0.068 Eh/bohr. Number 4: maximum force 0.027 Eh/bohr. Number 5: maximum force 0.025 Eh/bohr. Number 6: maximum force 0.073 Eh/bohr. Number 7: maximum force 0.023 Eh/bohr. Number 8: maximum force 0.024 Eh/bohr.